Below is a structure of composition C26H48O2P2W, with properties calculated with the ωB97M-V functional and the def2-TZVPD basis.

Results
- charge = +2
- ⟨S²⟩ = 2.03
- 2S+1 = 3

Positions of all 79 atoms, in Å:
W: -0.9069 -0.0230 -2.1188
C: -2.1473 1.4418 -0.7570
C: -2.9631 0.6174 -1.6283
C: -2.1689 -0.6990 0.1317
C: -1.7358 0.6309 0.3597
C: -2.8857 -0.7396 -1.1181
C: -2.0177 2.9196 -0.8525
H: -2.0994 3.2583 -1.8930
H: -1.0463 3.2475 -0.4586
H: -2.8122 3.4145 -0.2720
C: -1.1822 1.1576 1.6326
H: -0.6872 2.1279 1.4960
H: -0.4645 0.4583 2.0986
H: -1.9913 1.3092 2.3701
C: -2.1310 -1.8247 1.1048
H: -3.1231 -2.0106 1.5553
H: -1.4278 -1.6250 1.9256
H: -1.8291 -2.7613 0.6135
C: -3.5819 -1.9441 -1.6574
H: -4.2166 -1.6997 -2.5154
H: -4.1982 -2.4327 -0.8883
H: -2.8358 -2.6765 -1.9889
C: -3.8464 1.1229 -2.7194
H: -4.7808 1.5297 -2.3086
H: -4.1132 0.3207 -3.4131
H: -3.3531 1.9240 -3.2794
C: 0.9976 0.4888 -2.5389
C: 0.0692 1.5637 -2.9034
C: -0.3776 1.8028 -4.3273
C: -1.1365 0.6107 -4.9511
C: -1.5197 -0.4780 -3.9785
C: -0.5457 -1.4656 -3.4884
C: 0.8208 -1.4365 -4.1611
C: 1.6719 -0.2659 -3.6841
H: 0.4640 2.0595 -4.9845
H: -0.5495 0.2191 -5.7859
H: -1.0329 2.6888 -4.3556
H: 1.9182 0.3835 -4.5389
H: 1.5846 0.6290 -1.6301
H: 0.2127 2.4906 -2.3688
H: 2.6380 -0.6306 -3.3254
H: 1.3336 -2.3750 -3.9446
H: -0.9277 -2.4557 -3.2239
H: 0.7380 -1.3884 -5.2573
H: -2.0463 1.0223 -5.4016
H: -2.5264 -0.8665 -4.1497
P: 2.1386 2.1544 1.2034
C: 2.2346 2.9840 2.8437
H: 3.1898 3.5027 2.9478
H: 2.1122 2.2163 3.6137
H: 1.3944 3.6817 2.8952
C: 3.5966 1.0468 1.2671
H: 4.4989 1.6578 1.4432
H: 3.6806 0.5374 0.2992
H: 3.4689 0.3044 2.0867
C: 2.7916 3.4742 0.1015
H: 2.8676 3.0715 -0.9170
H: 3.7677 3.8262 0.4588
H: 2.0676 4.2978 0.0803
P: 1.2778 -2.6721 -0.7268
C: 0.2953 -4.2077 -0.9449
H: 0.9172 -5.1064 -0.9960
H: -0.2492 -4.1108 -1.9032
H: -0.4377 -4.3160 -0.1206
C: 2.9117 -3.0426 -1.4680
H: 2.8278 -2.9070 -2.5619
H: 3.2502 -4.0680 -1.2675
H: 3.6580 -2.3328 -1.0737
C: 1.5439 -2.5634 1.0738
H: 2.2241 -3.3204 1.4839
H: 0.5695 -2.6259 1.5970
H: 1.9681 -1.5646 1.2860
C: 1.4768 -1.0877 5.5471
C: 1.7517 -0.6573 4.1291
O: 2.9465 -0.3314 3.8417
O: 0.7556 -0.6599 3.3451
H: 2.3847 -1.3101 6.1045
H: 0.8160 -1.9594 5.5543
H: 0.9392 -0.2831 6.0643

Atomic partial charges in e from the Mulliken method, atoms 1 to 5: -0.811 0.028 0.654 1.388 1.094

***

Below is the molecule C4H6O2, with properties calculated with the ωB97M-V functional and the def2-TZVPD basis.

Results
- SMILES string = O[C@H]1CC=CO1

Positions of all 12 atoms, in Å:
O: -2.1525 0.4775 0.1169
C: -0.9421 -0.1721 0.1467
C: 0.0594 0.0095 -0.9918
C: 1.3202 -0.3530 -0.2360
C: 1.1030 -0.0544 1.0431
O: -0.1913 0.3020 1.3117
H: -1.9652 1.4091 0.2918
H: -1.1571 -1.2457 0.2529
H: -0.1529 -0.6046 -1.8694
H: 0.0778 1.0668 -1.3032
H: 2.2164 -0.7894 -0.6500
H: 1.7843 -0.0454 1.8875

Atomic partial charges in e from the natural (NBO) method, atoms 1 to 5: -0.690 0.385 -0.477 -0.317 0.134

***

Below is a structure of composition C6H11NO, with properties calculated with the ωB97M-V functional and the def2-TZVPD basis.

Positions of all 19 atoms, in Å:
C: -1.0535 -0.3417 1.2974
C: 0.3268 -0.4132 0.5780
C: 0.0484 -1.4583 -0.5435
C: -0.4966 -0.4755 -1.6647
C: 0.6702 0.8500 -0.3108
C: 1.2051 1.3817 1.0106
H: -1.1063 0.6077 1.8094
H: -1.0744 -1.1948 2.0032
H: -1.9403 -0.4537 0.6491
H: -0.5479 -2.2819 -0.1671
H: 1.0381 -1.8933 -0.8884
H: 0.1407 -0.5221 -2.5114
H: -1.5183 -0.6699 -1.9810
H: -0.5145 1.6560 -1.7803
H: 1.5536 0.6096 -0.9453
H: 2.1395 1.8866 1.2563
H: 0.3586 1.8693 1.7093
N: -0.5326 0.8935 -1.0541
O: 1.3032 -0.0500 1.5332

Atomic partial charges in e from the natural (NBO) method, atoms 1 to 5: -0.642 0.295 -0.435 -0.224 -0.127

***

Below is the ion C18H28NO2S with charge +1, with properties calculated with the ωB97M-V functional and the def2-TZVPD basis.

Results
- charge = +1
- SMILES string = CCOC(=O)[C@H]1CC[N@@H+](CCCSc2ccc(C)cc2)CC1

Positions of all 50 atoms, in Å:
C: -5.4415 -1.3292 -2.9059
C: -5.2790 0.1622 -2.6606
O: -4.4058 0.4084 -1.5456
C: -3.1110 0.4680 -1.7681
O: -2.5777 0.3601 -2.8471
C: -2.3471 0.7043 -0.4646
C: -1.5597 2.0188 -0.5242
C: -0.4308 1.9324 -1.5420
N: 0.4877 0.8274 -1.1907
C: 1.7052 0.8171 -2.0368
C: 2.7626 1.7985 -1.5354
C: 3.3488 1.4072 -0.1833
S: 2.1319 1.6773 1.1819
C: 2.3533 0.2282 2.2046
C: 1.2321 -0.2989 2.8284
C: 1.3628 -1.4018 3.6498
C: 2.6037 -1.9942 3.8592
C: 2.7467 -3.1777 4.7592
C: 3.7165 -1.4366 3.2383
C: 3.6036 -0.3251 2.4237
C: -0.2381 -0.4598 -1.2170
C: -1.3722 -0.4492 -0.2004
H: -4.4926 -1.7705 -3.2018
H: -5.7991 -1.8233 -2.0060
H: -6.1618 -1.4856 -3.7028
H: -4.8676 0.6564 -3.5456
H: -6.2274 0.6219 -2.3798
H: -3.0865 0.7533 0.3370
H: -2.2208 2.8408 -0.7982
H: -1.1500 2.2361 0.4651
H: 0.1284 2.8680 -1.5575
H: -0.8394 1.7362 -2.5361
H: 0.8317 1.0126 -0.1994
H: 2.1239 -0.1917 -2.0222
H: 1.4200 1.0513 -3.0646
H: 3.5741 1.8126 -2.2651
H: 2.3613 2.8113 -1.4794
H: 3.6316 0.3554 -0.1651
H: 4.2213 2.0208 0.0372
H: 0.2683 0.1692 2.6910
H: 0.4877 -1.8060 4.1357
H: 3.0111 -2.8452 5.7632
H: 3.5354 -3.8397 4.4103
H: 1.8157 -3.7345 4.8245
H: 4.6919 -1.8683 3.4039
H: 4.4879 0.1052 1.9787
H: 0.4601 -1.2653 -0.9819
H: -0.6380 -0.6086 -2.2229
H: -1.8962 -1.4040 -0.2485
H: -0.9626 -0.3458 0.8066

Atomic partial charges in e from the natural (NBO) method, atoms 1 to 5: -0.634 -0.081 -0.486 0.808 -0.638

***

Below is the ion C3H8NO with charge +1, with properties calculated with the ωB97M-V functional and the def2-TZVPD basis.

Results
- charge = +1

Positions of all 13 atoms, in Å:
C: -0.8647 -1.9021 0.8083
C: -0.3651 0.2028 -0.1318
C: 0.5634 0.5541 0.9087
N: -0.1537 0.6573 -1.5653
O: -0.7287 -1.0187 -0.1959
H: -0.6346 -1.5590 1.7577
H: -1.5414 -2.6564 0.5619
H: 0.8756 1.6744 0.8310
H: 1.4604 -0.1666 0.9446
H: 0.1037 0.3290 1.8092
H: -0.6424 1.5360 -1.8777
H: -0.5938 -0.1390 -2.1404
H: 0.8735 0.8100 -1.7610

Atomic partial charges in e from the natural (NBO) method, atoms 1 to 5: -0.023 0.374 -0.723 -0.734 -0.391

***

Below is a structure of composition C2H12N4O4, with properties calculated with the ωB97M-V functional and the def2-TZVPD basis.

Positions of all 22 atoms, in Å:
C: 0.5032 -1.0202 -1.5522
O: 0.7971 -2.2161 -1.5060
N: -0.7934 -0.7204 -1.6672
N: 1.3125 -0.0103 -1.6266
H: -1.3392 -1.4294 -2.1357
H: -1.0531 0.2416 -1.8322
H: 2.2987 -0.2096 -1.5389
H: 0.9445 0.9269 -1.7067
C: 0.4130 1.6172 1.1028
O: 0.9946 2.6542 1.3872
N: 0.6344 0.8411 0.1412
N: -0.6875 1.2806 1.5602
H: 1.4437 1.1538 -0.3758
H: -0.0028 0.1835 -0.2850
H: -1.0516 0.3701 1.3183
H: -1.2131 1.8232 2.2306
O: -0.9486 -0.3543 0.6327
H: -1.9018 -0.4188 0.6913
H: -0.7217 -0.8561 -0.1502
O: 0.0781 -1.5799 2.0235
H: 0.6327 -0.8057 2.1197
H: -0.3394 -1.4713 1.1690

Atomic partial charges in e from the natural (NBO) method, atoms 1 to 5: 0.686 -0.624 -0.865 -0.787 0.442

***

Below is a structure of composition C19H29CeN8OS, with properties calculated with the ωB97M-V functional and the def2-TZVPD basis.

Results
- charge = +2
- ⟨S²⟩ = 0.75
- 2S+1 = 2

Positions of all 59 atoms, in Å:
Ce: 0.3410 0.4469 0.1975
C: -1.6956 -1.3367 2.4770
C: -0.2267 -1.6712 2.7385
N: 0.6427 -0.4638 2.6133
C: 0.4323 0.4919 3.7951
C: 0.1175 1.8847 3.3296
N: -0.7703 1.9096 2.1588
C: -2.1871 1.5474 2.3929
C: -2.6768 0.6167 1.3022
N: -1.8135 -0.5596 1.2161
H: -2.2259 -0.8692 3.2665
H: -2.2021 -2.3424 2.3606
H: 0.1025 -2.2845 1.9329
H: -0.1379 -2.1001 3.7975
H: 1.6111 -0.8540 2.7330
H: 1.3901 0.5322 4.2572
H: -0.3661 0.1492 4.4980
H: 1.0043 2.5381 3.1536
H: -0.4334 2.3686 4.1718
H: -0.8235 2.8953 1.9922
H: -2.8686 2.5293 2.4287
H: -2.3730 1.1829 3.4367
H: -2.5968 1.1921 0.3355
H: -3.7360 0.4888 1.5723
H: -2.1517 -1.1061 0.4057
N: 2.3808 0.9310 -1.9940
N: 2.8118 2.2689 -2.2042
C: 2.9217 3.1781 -1.1662
N: 3.5332 4.3514 -1.4382
S: 2.2184 2.8509 0.3561
H: 3.2353 0.3819 -1.8527
H: 1.9093 0.6348 -2.8320
H: 3.4446 2.4992 -2.9353
H: 3.7325 4.6497 -2.3745
H: 3.2083 5.0836 -0.8101
N: -3.2338 2.5388 -6.2175
C: -2.9327 2.0555 -5.2370
C: -2.3846 1.4605 -4.0382
C: -1.4565 2.2413 -3.3690
C: -0.9478 1.7722 -2.1716
C: -1.2570 0.4992 -1.7423
C: -2.2056 -0.2635 -2.4380
C: -2.8381 0.2678 -3.5367
H: -1.1100 3.1987 -3.6668
H: -0.4125 2.5924 -1.6085
H: -2.4491 -1.2094 -2.0395
H: -3.5649 -0.3608 -4.0255
O: 1.7317 -1.4437 -0.0579
N: 1.6548 -2.7590 -0.2681
C: 1.0013 -3.2810 -1.3766
C: 0.8230 -4.6489 -1.4459
C: 1.3790 -5.4487 -0.4790
C: 2.2450 -4.8843 0.4268
C: 2.3118 -3.5452 0.5574
H: 0.5256 -2.6283 -2.0067
H: 0.2665 -5.1092 -2.2302
H: 1.1944 -6.5289 -0.5565
H: 2.8291 -5.5225 1.0299
H: 3.0782 -3.0079 1.1852

Atomic partial charges in e from the natural (NBO) method, atoms 1 to 5: 1.347 -0.246 -0.207 -0.670 -0.244

***

Below is a cluster of 2 separate species, C8H11NO2S2 in total, with properties calculated with the ωB97M-V functional and the def2-TZVPD basis.

Positions of all 24 atoms, in Å:
C: -1.6343 3.3308 0.5516
C: -1.1737 2.6702 -0.5797
C: -2.3143 2.5195 1.3689
C: -1.4679 1.3343 -0.6068
C: 2.1463 -1.0886 1.2409
C: 0.8249 -1.4796 1.7382
C: 1.4686 -2.2133 0.5938
C: 0.6881 -2.7069 -1.5577
N: 1.0383 -1.8278 -0.7035
O: -1.5289 1.0347 -3.0688
O: 0.6041 0.6144 -1.8640
S: -2.3846 0.8225 0.7517
S: -0.9577 0.2751 -1.9980
H: -1.4890 4.4105 0.8353
H: -0.7093 3.2791 -1.2971
H: -2.7748 2.7336 2.3377
H: 1.9770 -0.2724 0.5439
H: 3.0516 -1.1962 1.8497
H: 0.7597 -2.0743 2.6342
H: -0.0125 -0.8214 1.7796
H: 1.8365 -3.1728 0.6491
H: 0.4064 -2.3966 -2.5382
H: 0.5098 -3.7733 -1.4495
H: 1.1356 -0.0016 -1.2115

Atomic partial charges in e from the natural (NBO) method, atoms 1 to 5: -0.262 -0.245 -0.359 -0.489 -0.404

***

Calculated total energy for the records above, in order: -1918.969745 -306.458055 -365.086735 -1305.923636 -248.700519 -602.979711 -2127.441162 -1312.908238 hartree
ΔE to the lowest compared entry with this formula, charge and spin for the records above, in order: 360.0 126.7 380.0 0.0 355.4 1300.0 58.8 294.2 kJ/mol
Max |F| for the records above, in order: 0.0955 0.0068 0.0868 0.0163 0.0724 0.3039 0.0640 0.0532 hartree/bohr